[1]
{
  "formula": "C14H12N2OPbS2Te",
  "method": "ωB97M-V/def2-TZVPD",
  "symbols": ["Pb", "O", "N", "C", "C", "C", "C", "C", "S", "H", "H", "H", "H", "S", "C", "C", "N", "C", "H", "H", "H", "Te", "C", "C", "C", "C", "C", "C", "H", "H", "H", "H", "H"],
  "coordinates": [[-0.1494, 2.5662, 0.1901], [-1.6909, 2.2503, -2.0445], [-2.4256, 1.2022, -2.1603], [-3.3245, 1.1495, -3.1618], [-4.1022, 0.0443, -3.3948], [-3.9704, -1.0631, -2.5622], [-3.0804, -0.9895, -1.5171], [-2.3083, 0.1525, -1.3014], [-1.2294, 0.1749, 0.0409], [-3.3674, 2.0457, -3.7636], [-4.8022, 0.0552, -4.2128], [-4.5600, -1.9509, -2.7312], [-2.9467, -1.8130, -0.8357], [3.4201, -0.2421, -1.9927], [2.2623, 0.3972, -3.0942], [1.3950, 1.2057, -2.4383], [1.6371, 1.3332, -1.1117], [2.6535, 0.6312, -0.7315], [2.2893, 0.1538, -4.1367], [0.5500, 1.7228, -2.8534], [2.9975, 0.5765, 0.2823], [1.0374, 2.4413, 2.7336], [1.4352, 0.4244, 3.2764], [2.1189, 0.1698, 4.4566], [2.4258, -1.1254, 4.8225], [2.0548, -2.1891, 4.0172], [1.3675, -1.9407, 2.8436], [1.0605, -0.6427, 2.4805], [2.4166, 0.9932, 5.0874], [2.9569, -1.3115, 5.7437], [2.2991, -3.2014, 4.3011], [1.0621, -2.7520, 2.2016], [0.5178, -0.4683, 1.5664]],
  "lowdin_charge": [0.693, -0.297, -0.249, -0.024, -0.062, -0.073, -0.102, -0.630, 0.578, 0.135, 0.105, 0.107, 0.102, 1.041, -0.370, -0.259, -0.184, -0.460, 0.066, 0.095, 0.075, 0.661, -0.656, -0.173, -0.098, -0.100, -0.090, -0.191, 0.084, 0.100, 0.098, 0.102, -0.023],
  "lumo_ha": 0.01427,
  "multiplicity": 1,
  "e_homo_ev": -7.2938,
  "gap_ha": 0.2823
}


[2]
{
  "formula": "C14H12N5RuS2",
  "method": "ωB97M-V/def2-TZVPD",
  "symbols": ["Ru", "C", "S", "C", "S", "N", "N", "C", "C", "C", "C", "C", "C", "N", "H", "H", "H", "H", "H", "H", "H", "H", "N", "C", "C", "C", "C", "C", "N", "C", "H", "H", "H", "H"],
  "coordinates": [[0.4185, -0.5983, -0.6834], [4.6603, -0.6440, 2.3038], [4.5305, -2.1191, 1.3072], [2.8892, -1.8151, 0.6443], [2.7458, -0.8690, -0.8065], [1.8617, -2.2999, 1.2471], [0.6691, -2.0150, 0.7564], [-0.4127, -2.5509, 1.2570], [-1.6263, -2.2719, 0.5442], [-2.8484, -2.9205, 0.7493], [-3.8646, -2.7329, -0.1828], [-3.6572, -1.8943, -1.2698], [-2.4365, -1.2198, -1.3703], [-1.4680, -1.3917, -0.4862], [5.4876, -0.7743, 3.0028], [3.7415, -0.4379, 2.8503], [4.8995, 0.2015, 1.6550], [-0.3715, -3.2302, 2.1074], [-2.9831, -3.5935, 1.5834], [-4.8054, -3.2559, -0.0761], [-4.4149, -1.7620, -2.0304], [-2.2476, -0.5361, -2.1990], [-3.2343, 4.6656, -0.6569], [-2.2183, 4.1568, -0.7445], [-0.9464, 3.5261, -0.8429], [0.2341, 4.2705, -0.8332], [1.4332, 3.5858, -0.9599], [1.4175, 2.2053, -1.0811], [0.2825, 1.4838, -1.0316], [-0.8810, 2.1325, -0.9148], [0.2198, 5.3481, -0.7333], [2.3760, 4.1128, -0.9639], [2.3534, 1.6830, -1.2542], [-1.8047, 1.5616, -0.8862]],
  "lowdin_charge": [1.287, -0.259, 1.255, -0.965, 0.716, -0.031, -0.178, 0.079, -0.219, 0.088, 0.051, 0.057, -0.062, -0.078, 0.086, 0.085, 0.091, 0.177, 0.151, 0.150, 0.147, 0.138, 0.249, -0.150, -0.155, 0.081, 0.024, -0.122, -0.126, -0.051, 0.158, 0.140, 0.065, 0.122],
  "total_charge": 3,
  "lumo_ha": [-0.44236, -0.51358],
  "multiplicity": 5,
  "e_homo_ev": [-18.8959, -18.8950],
  "s2": 6.030,
  "gap_ha": [0.2520, 0.1808]
}


[3]
{
  "formula": "C14H13AsBrF9O8SSc",
  "method": "ωB97M-V/def2-TZVPD",
  "symbols": ["Sc", "C", "As", "C", "C", "O", "H", "H", "H", "H", "H", "H", "H", "H", "H", "Br", "C", "C", "C", "C", "C", "C", "C", "O", "O", "H", "H", "H", "H", "O", "S", "O", "O", "O", "F", "C", "F", "F", "C", "O", "C", "F", "F", "F", "C", "F", "F", "F"],
  "coordinates": [[0.0519, 0.0463, -0.4702], [0.8944, -3.6455, 0.3909], [0.2525, -2.4153, 1.7137], [-1.0465, -3.2069, 2.8726], [1.8213, -2.2339, 2.8340], [-0.0991, -0.7905, 1.4047], [1.2514, -4.4953, 0.9805], [1.7282, -3.1749, -0.1255], [0.1211, -3.9356, -0.3058], [-0.5965, -4.0797, 3.3484], [-1.9376, -3.4825, 2.3185], [-1.2925, -2.4665, 3.6328], [2.1702, -3.2067, 3.1862], [1.5756, -1.6021, 3.6860], [2.5988, -1.7498, 2.2457], [6.1454, 1.0685, -5.0569], [5.6690, 0.5535, -3.2921], [6.6733, 0.2591, -2.3825], [6.3238, -0.1203, -1.0958], [4.9893, -0.2100, -0.7296], [3.9981, 0.0896, -1.6515], [4.3341, 0.4809, -2.9438], [2.5473, 0.0007, -1.2775], [1.6783, 0.4272, -2.0702], [2.2268, -0.5022, -0.1615], [7.7111, 0.3277, -2.6785], [7.1018, -0.3464, -0.3779], [4.7010, -0.5105, 0.2685], [3.5459, 0.7224, -3.6428], [-2.0093, -0.3909, -0.7331], [-1.7623, -1.8341, -1.1191], [-2.5812, -2.2779, -2.2090], [-0.2799, -1.7422, -1.4982], [-1.8418, -2.6750, 0.0797], [1.3300, 5.1106, -1.5259], [1.3727, 3.9364, -0.8641], [1.7405, 4.2094, 0.3930], [2.3473, 3.1985, -1.4005], [0.0070, 3.1939, -0.8878], [0.0916, 2.0633, -0.1769], [-1.0831, 4.0880, -0.2098], [-0.7697, 4.3147, 1.0719], [-2.2603, 3.4559, -0.2299], [-1.2528, 5.2942, -0.7849], [-0.4256, 2.9131, -2.3955], [0.5457, 3.1650, -3.2805], [-1.4845, 3.6409, -2.7822], [-0.7687, 1.6279, -2.5330]],
  "lowdin_charge": [1.072, -0.185, 1.048, -0.189, -0.201, -0.508, 0.043, 0.043, 0.032, 0.037, 0.031, 0.046, 0.032, 0.038, 0.026, 0.712, -0.676, -0.138, -0.077, -0.015, -0.113, -0.053, -0.584, -0.022, -0.065, 0.094, 0.101, 0.114, 0.119, -0.387, 0.326, -0.295, -0.412, -0.406, 0.152, -0.543, 0.166, 0.172, -0.289, -0.148, -0.545, 0.162, 0.175, 0.146, -0.512, 0.165, 0.159, 0.152],
  "total_charge": -1,
  "de_lowest_kj_mol": 18.9,
  "lumo_ha": 0.08858,
  "multiplicity": 1,
  "e_homo_ev": -6.6315,
  "gap_ha": 0.3323
}


[4]
{
  "formula": "C14H13AuClF6O",
  "method": "ωB97M-V/def2-TZVPD",
  "symbols": ["C", "C", "C", "H", "C", "C", "H", "H", "H", "H", "Au", "Cl", "C", "C", "C", "H", "C", "C", "H", "H", "H", "H", "C", "C", "O", "C", "F", "F", "F", "C", "F", "F", "F", "H", "H", "H"],
  "coordinates": [[1.7356, 0.9883, 1.5683], [2.5742, 0.5276, 0.5178], [2.6183, -0.8889, 0.5809], [3.0369, 1.1678, -0.2288], [1.7433, -1.3152, 1.6388], [1.1827, -0.1665, 2.2217], [0.4388, -0.1563, 3.0156], [1.6923, 2.0253, 1.8770], [3.1698, -1.5402, -0.0904], [1.4876, -2.3368, 1.8923], [-0.6836, 1.7410, 0.7095], [0.4825, 3.0198, -0.7479], [-1.4400, -0.4266, -1.8726], [-1.2318, -1.8183, -1.5717], [0.0128, -2.2061, -2.1611], [-1.9472, -2.4488, -1.0513], [0.5977, -1.0525, -2.7632], [-0.2834, 0.0388, -2.5661], [-0.1295, 1.0787, -2.8681], [-2.3212, 0.1664, -1.6302], [0.4256, -3.2128, -2.1541], [1.5768, -1.0055, -3.2377], [-3.7629, -1.2245, 1.2371], [-2.7444, -0.2894, 1.8994], [-1.5517, -0.1638, 1.2579], [-3.4282, 1.1133, 2.1322], [-4.6368, 1.0082, 2.7280], [-2.7056, 1.9581, 2.8947], [-3.6398, 1.7056, 0.9130], [-2.4882, -1.0441, 3.2991], [-3.6296, -1.1722, 4.0401], [-2.0305, -2.3166, 3.0571], [-1.5537, -0.4807, 4.0930], [-3.8253, -0.9917, 0.1713], [-4.7431, -1.1430, 1.7372], [-3.3802, -2.2430, 1.3416]],
  "lowdin_charge": [-0.202, -0.162, -0.098, 0.074, -0.106, -0.146, 0.074, 0.069, 0.085, 0.086, 0.525, -0.190, -0.085, -0.099, -0.109, 0.080, -0.093, -0.150, 0.057, 0.095, 0.082, 0.095, -0.004, -0.478, -0.267, -0.544, 0.119, 0.111, 0.083, -0.496, 0.109, 0.099, 0.124, 0.084, 0.093, 0.086],
  "total_charge": -1,
  "lumo_ha": [0.11879, 0.04597],
  "multiplicity": 3,
  "e_homo_ev": [-4.6736, -4.6121],
  "s2": 2.032,
  "gap_ha": [0.2905, 0.2155]
}


[5]
{
  "formula": "C14H13BN8Pd",
  "method": "ωB97M-V/def2-TZVPD",
  "symbols": ["Pd", "B", "N", "C", "C", "C", "N", "N", "C", "C", "C", "N", "H", "H", "H", "H", "H", "H", "H", "H", "N", "C", "N", "C", "N", "N", "C", "C", "C", "C", "C", "C", "H", "H", "H", "H", "H"],
  "coordinates": [[0.0848, -0.2686, 0.1788], [-3.0218, -2.1892, -0.7196], [-1.8418, -2.0448, -1.7271], [-1.8207, -2.6389, -2.9294], [-0.8092, -2.0728, -3.6839], [-0.2491, -1.1161, -2.8313], [-0.8833, -1.1071, -1.6630], [-2.6299, -1.8663, 0.7495], [-3.2327, -2.4318, 1.8081], [-2.7770, -1.8194, 2.9606], [-1.8651, -0.8634, 2.4987], [-1.8043, -0.8902, 1.1754], [-3.3630, -3.3570, -0.7468], [-3.9402, -1.4668, -1.0715], [-2.5371, -3.4093, -3.1633], [-0.5085, -2.3310, -4.6852], [0.6003, -0.4696, -2.9765], [-3.9347, -3.2362, 1.6605], [-3.0429, -2.0526, 3.9781], [-1.2199, -0.1695, 3.0180], [6.3840, -1.1906, -0.4951], [5.2871, -1.4945, -0.7319], [4.1077, -1.9662, -1.0880], [3.0169, -1.3230, -0.7799], [1.9749, -0.8238, -0.6592], [0.6105, 0.6549, 1.7854], [1.6061, 1.5210, 1.8194], [2.0495, 2.0407, 3.0866], [3.0296, 3.0053, 3.1863], [3.6708, 3.5225, 2.0589], [3.2848, 3.0245, 0.8101], [2.2959, 2.0750, 0.6785], [1.5754, 1.6416, 3.9770], [3.3211, 3.3563, 4.1738], [4.4523, 4.2683, 2.1498], [3.7743, 3.3968, -0.0861], [2.0190, 1.7082, -0.3022]],
  "lowdin_charge": [0.727, -0.447, -0.090, -0.131, -0.092, -0.187, -0.053, -0.088, -0.137, -0.093, -0.186, -0.041, 0.057, 0.053, 0.103, 0.071, 0.086, 0.099, 0.069, 0.063, 0.029, -0.471, 0.021, -0.354, 0.051, -0.136, -0.490, -0.104, -0.183, -0.196, -0.167, -0.111, 0.073, 0.072, 0.055, 0.078, 0.050],
  "total_charge": -2,
  "de_lowest_kj_mol": 0.0,
  "lumo_ha": [0.17902, 0.17902],
  "multiplicity": 1,
  "e_homo_ev": [0.1151, 0.1171],
  "gap_ha": [0.1748, 0.1747]
}


[6]
{
  "formula": "C14H13CdF5O4",
  "method": "ωB97M-V/def2-TZVPD",
  "symbols": ["O", "C", "O", "C", "C", "C", "C", "F", "F", "C", "F", "F", "F", "O", "C", "C", "O", "C", "C", "C", "C", "C", "C", "H", "H", "H", "H", "H", "H", "H", "H", "H", "H", "H", "H", "H", "Cd"],
  "coordinates": [[-2.2239, -0.7366, -1.2369], [-2.0053, 0.0061, -0.3580], [-1.2941, -0.3125, 0.7528], [-1.7425, -1.5384, 1.3463], [-0.5501, -2.1488, 2.0893], [0.0870, -3.4392, 1.5229], [0.2282, -3.5002, 0.0079], [1.3437, -4.2327, -0.2289], [0.4486, -2.2846, -0.5160], [-0.9546, -4.2341, -0.7359], [-0.5208, -5.3588, -1.2802], [-1.4689, -3.4676, -1.6797], [-1.9247, -4.5431, 0.1488], [-2.4848, 1.2689, -0.3535], [-1.4946, 2.2815, -0.2951], [-0.5029, 2.2444, -1.4409], [-0.6750, 1.7078, -2.4904], [0.8043, 2.9644, -1.2812], [1.2786, 3.7657, -2.3396], [2.4626, 4.4622, -2.1777], [3.1833, 4.3622, -0.9932], [2.7314, 3.5283, 0.0481], [1.5456, 2.8288, -0.1052], [-2.5022, -1.2670, 2.0786], [-2.1995, -2.2086, 0.6258], [-0.9746, -2.4166, 3.1332], [0.1840, -1.3758, 2.2831], [-0.4198, -4.3180, 1.9097], [1.1065, -3.4916, 1.9050], [-1.9900, 3.2493, -0.3035], [-0.9588, 2.2199, 0.6528], [0.7101, 3.8521, -3.2512], [2.8225, 5.0912, -2.9752], [4.1002, 4.9089, -0.8422], [3.2733, 3.4408, 0.9750], [1.2023, 2.1968, 0.6986], [-0.6249, -3.5050, 4.7069]],
  "lowdin_charge": [0.241, -0.572, 0.024, -0.123, -0.166, -0.107, -0.424, 0.130, 0.156, -0.544, 0.206, 0.201, 0.143, 0.087, -0.050, -0.278, 0.267, -0.082, 0.062, -0.008, 0.029, 0.011, 0.002, 0.143, 0.128, -0.057, 0.128, 0.098, 0.129, 0.169, 0.131, 0.142, 0.130, 0.132, 0.126, 0.118, 1.277],
  "total_charge": 2,
  "lumo_ha": -0.47299,
  "multiplicity": 1,
  "e_homo_ev": -14.4950,
  "gap_ha": 0.0597
}


[7]
{
  "formula": "C14H13Co2N2O6",
  "method": "ωB97M-V/def2-TZVPD",
  "symbols": ["C", "C", "N", "C", "C", "C", "N", "H", "H", "H", "H", "H", "H", "H", "H", "H", "H", "O", "C", "Co", "C", "O", "C", "O", "C", "C", "C", "Co", "C", "O", "C", "O", "C", "O", "H", "H", "H"],
  "coordinates": [[-2.5745, -0.3586, -2.2496], [-1.8830, 0.9308, -1.8594], [-1.1090, 1.0627, -0.7851], [-0.3280, 2.3029, -0.6090], [-1.1328, 3.5036, -1.0829], [-1.5497, 3.3000, -2.5137], [-1.9830, 1.9283, -2.7284], [-3.4966, -0.0986, -2.7900], [-1.9395, -0.9632, -2.9212], [-2.8780, -1.0045, -1.4166], [-0.0506, 2.4055, 0.4431], [0.6067, 2.2314, -1.1932], [-2.0188, 3.6358, -0.4437], [-0.5249, 4.4129, -1.0052], [-2.3864, 3.9489, -2.7777], [-0.7135, 3.5030, -3.1905], [-2.5359, 1.7265, -3.5464], [2.6009, 0.3023, 4.7335], [2.5201, -0.4697, 3.8816], [2.4985, -1.6838, 2.6180], [3.4627, -0.8880, 1.3922], [4.1242, -0.3613, 0.6066], [3.6279, -2.6102, 3.6164], [4.4062, -3.1693, 4.2605], [0.5100, -0.8532, 2.0350], [-0.0443, -0.5805, 0.8423], [-1.2058, 0.1152, 0.3073], [0.7134, -2.2491, 0.8761], [1.4059, -1.7902, -0.6612], [1.7726, -1.5027, -1.7223], [-0.3150, -3.6533, 0.5377], [-0.8673, -4.6389, 0.2817], [2.1729, -3.3469, 1.5547], [2.6539, -4.4077, 1.4092], [0.0288, -0.5796, 2.9876], [-1.8557, -0.6814, -0.0653], [-1.7125, 0.5809, 1.1779]],
  "lowdin_charge": [0.025, -0.261, -0.002, -0.102, -0.166, -0.174, 0.074, 0.085, 0.116, 0.084, 0.134, 0.146, 0.123, 0.122, 0.121, 0.125, 0.142, 0.071, -0.235, -0.031, -0.172, 0.086, -0.200, 0.082, -0.195, -0.334, -0.220, -0.036, -0.214, 0.038, -0.217, 0.010, -0.298, 0.009, 0.051, 0.089, 0.125],
  "total_charge": -1,
  "de_lowest_kj_mol": 125.0,
  "lumo_ha": 0.05944,
  "multiplicity": 1,
  "e_homo_ev": -1.4167,
  "gap_ha": 0.1115
}